Molecular formula: C30H75N5O10
Method: DFT, ωB97M-V with the def2-TZVPD basis set

Geometry (Å):
1 C 0.741 5.595 -0.361
2 O 0.489 4.404 0.481
3 C 1.525 4.320 1.484
4 C 0.966 3.715 2.750
5 N 0.869 2.256 2.518
6 C -0.401 1.767 2.139
7 C -1.281 1.754 3.402
8 O -0.575 1.045 4.453
9 C -1.363 0.297 5.438
10 H 1.648 5.477 -0.954
11 H 0.883 6.469 0.275
12 H -0.124 6.010 -0.880
13 H 2.050 5.213 1.823
14 H 2.275 3.659 1.050
15 H 0.019 4.250 2.820
16 H 1.579 4.077 3.576
17 H 1.061 1.777 3.386
18 H -0.332 0.755 1.739
19 H -0.787 2.439 1.373
20 H -2.319 1.467 3.235
21 H -1.547 2.716 3.839
22 H -0.751 0.078 6.313
23 H -1.531 -0.725 5.100
24 H -2.261 0.684 5.919
25 C 1.311 0.905 -3.933
26 O 1.347 -0.511 -3.806
27 C 0.104 -1.153 -3.986
28 C 0.185 -2.641 -3.478
29 N -0.020 -2.661 -2.081
30 C 0.365 -3.758 -1.232
31 C -0.123 -5.109 -1.782
32 O 0.213 -6.206 -0.968
33 C -0.505 -7.349 -1.196
34 H 1.368 1.039 -5.013
35 H 2.211 1.331 -3.488
36 H 0.423 1.033 -3.314
37 H -0.062 -1.165 -5.063
38 H -0.667 -0.582 -3.469
39 H 1.145 -3.058 -3.785
40 H -0.544 -3.340 -3.888
41 H 0.399 -1.805 -1.748
42 H 0.194 -3.594 -0.168
43 H 1.452 -3.806 -1.299
44 H 0.265 -5.228 -2.794
45 H -1.202 -5.141 -1.937
46 H 0.001 -8.093 -0.581
47 H -0.636 -7.724 -2.211
48 H -1.507 -7.077 -0.865
49 C 3.330 2.766 -1.891
50 O 2.123 1.937 -1.918
51 C 1.272 2.170 -0.851
52 C 0.035 1.221 -0.950
53 N 0.446 -0.166 -0.855
54 C -0.664 -1.166 -0.559
55 C -1.079 -1.073 0.878
56 O -2.207 -1.987 1.115
57 C -2.695 -1.787 2.436
58 H 3.337 3.734 -1.388
59 H 3.809 3.090 -2.815
60 H 4.002 2.216 -1.234
61 H 1.080 3.243 -0.867
62 H 1.820 2.168 0.091
63 H -0.663 1.583 -1.704
64 H -0.434 1.387 0.020
65 H 1.403 -0.486 -0.895
66 H -0.281 -2.174 -0.721
67 H -1.479 -1.115 -1.281
68 H -1.380 -0.114 1.297
69 H -0.257 -1.405 1.512
70 H -3.268 -2.699 2.605
71 H -3.456 -1.008 2.463
72 H -1.889 -1.605 3.147
73 C -6.476 -2.450 2.094
74 O -5.662 -2.050 0.968
75 C -5.446 -0.670 0.819
76 C -4.619 -0.420 -0.447
77 N -4.170 0.968 -0.530
78 C -3.369 1.502 0.630
79 C -2.809 2.879 0.108
80 O -1.777 2.693 -0.865
81 C -1.040 3.860 -0.901
82 H -7.457 -1.998 1.952
83 H -6.169 -1.946 3.011
84 H -6.297 -3.524 2.127
85 H -4.919 -0.230 1.666
86 H -6.440 -0.230 0.746
87 H -5.126 -0.734 -1.359
88 H -3.628 -0.863 -0.340
89 H -3.759 1.205 -1.422
90 H -2.495 0.868 0.781
91 H -3.961 1.646 1.534
92 H -2.526 3.411 1.017
93 H -3.611 3.513 -0.268
94 H -0.390 3.927 -1.774
95 H -0.326 3.814 -0.079
96 H -1.629 4.751 -0.683
97 C 6.582 -1.512 -1.999
98 O 5.210 -1.581 -1.695
99 C 4.380 -0.492 -2.129
100 C 2.825 -0.697 -2.003
101 N 2.347 -0.704 -0.615
102 C 2.630 -1.947 0.147
103 C 2.250 -1.805 1.617
104 O 2.932 -0.757 2.459
105 C 2.194 0.332 2.902
106 H 7.019 -0.589 -1.620
107 H 6.671 -1.592 -3.083
108 H 7.113 -2.345 -1.538
109 H 4.721 -0.261 -3.138
110 H 4.522 0.428 -1.563
111 H 2.367 -1.523 -2.546
112 H 2.423 0.117 -2.605
113 H 2.694 0.080 -0.081
114 H 3.692 -2.186 0.099
115 H 2.105 -2.766 -0.345
116 H 2.695 -2.778 1.827
117 H 1.165 -1.891 1.674
118 H 2.225 1.126 2.156
119 H 2.751 0.733 3.749
120 H 1.133 0.153 3.076

Cartesian forces (eV/Å) of the 2 atoms listed first:
0.03 0.89 1.31
6.77 6.81 5.22

Relative energy (zero: lowest compared OMol25 entry of this formula, charge and spin) ... 469.39 kcal/mol
Charge ... 0
Frontier orbital gap ... 6.8 eV
LUMO ... 0.44 eV

---

Molecular formula: C41H42ClIN10ORb
Method: DFT, ωB97M-V with the def2-TZVPD basis set

Geometry (Å):
1 Rb -0.880 0.676 0.700
2 Cl -4.260 -0.718 7.633
3 C -3.704 -0.034 6.119
4 C -3.726 1.331 5.954
5 C -3.264 1.892 4.774
6 I -3.278 3.986 4.546
7 C -2.723 1.162 3.686
8 O -2.231 1.694 2.663
9 C -2.784 -0.294 3.870
10 N -2.361 -1.053 2.836
11 C -2.427 -2.361 2.927
12 C -2.884 -3.028 4.074
13 C -3.280 -2.288 5.153
14 C -3.263 -0.877 5.082
15 H -4.105 1.963 6.746
16 H -2.100 -2.925 2.058
17 H -2.926 -4.109 4.099
18 H -3.620 -2.761 6.064
19 N -6.443 0.489 -9.084
20 C -5.846 0.517 -8.102
21 C -5.113 0.542 -6.875
22 C -3.756 0.868 -6.862
23 C -3.069 0.873 -5.663
24 C -3.707 0.545 -4.468
25 C -5.061 0.228 -4.489
26 C -5.763 0.228 -5.681
27 C -2.913 0.529 -3.206
28 C -2.590 1.786 -2.694
29 C -3.053 3.038 -3.230
30 C -2.532 4.017 -2.427
31 C -1.766 3.333 -1.437
32 N -1.800 2.026 -1.583
33 C -2.594 -0.751 -2.719
34 C -3.030 -1.986 -3.299
35 C -2.537 -2.988 -2.497
36 C -1.812 -2.328 -1.471
37 N -1.831 -1.012 -1.597
38 H -3.251 1.107 -7.788
39 H -2.018 1.129 -5.634
40 H -5.561 -0.019 -3.561
41 H -6.815 -0.025 -5.702
42 H -3.707 3.165 -4.079
43 H -2.672 5.084 -2.508
44 H -1.184 3.791 -0.645
45 H -3.635 -2.100 -4.185
46 H -2.675 -4.053 -2.605
47 H -1.260 -2.798 -0.663
48 C 4.488 -1.632 2.712
49 N 3.574 -1.098 3.690
50 C 4.089 -1.068 5.044
51 C 2.509 -0.293 3.306
52 N 2.382 0.323 2.185
53 C 3.469 0.820 1.466
54 C 4.512 1.436 2.172
55 C 5.585 2.044 1.543
56 C 5.633 2.058 0.159
57 C 4.605 1.474 -0.559
58 C 3.507 0.850 0.055
59 N 2.432 0.462 -0.735
60 C 2.578 -0.098 -1.885
61 N 3.561 -1.027 -2.211
62 C 4.272 -0.958 -3.470
63 C 4.228 -1.777 -1.176
64 N 1.744 0.209 -2.931
65 C 0.937 1.417 -2.830
66 C 1.108 -0.852 -3.700
67 N 1.521 -0.194 4.267
68 C 0.926 -1.412 4.799
69 C 0.575 0.899 4.119
70 H 4.872 -2.589 3.074
71 H 5.336 -0.968 2.509
72 H 3.952 -1.802 1.784
73 H 5.051 -0.540 5.076
74 H 4.248 -2.085 5.416
75 H 3.390 -0.557 5.698
76 H 4.444 1.444 3.255
77 H 6.359 2.524 2.130
78 H 6.446 2.552 -0.360
79 H 4.602 1.528 -1.642
80 H 3.774 -0.264 -4.142
81 H 4.313 -1.944 -3.944
82 H 5.302 -0.613 -3.311
83 H 3.511 -1.991 -0.388
84 H 5.085 -1.251 -0.742
85 H 4.573 -2.724 -1.597
86 H 1.455 2.152 -2.221
87 H -0.036 1.222 -2.382
88 H 0.789 1.819 -3.836
89 H 1.743 -1.733 -3.737
90 H 0.921 -0.504 -4.719
91 H 0.145 -1.122 -3.255
92 H 1.646 -2.226 4.759
93 H 0.040 -1.696 4.219
94 H 0.616 -1.256 5.835
95 H 1.101 1.802 3.820
96 H 0.083 1.066 5.079
97 H -0.186 0.683 3.373

Cartesian forces (eV/Å) of the 2 atoms listed first:
0.49 -0.38 -0.38
-0.04 -0.02 0.03

Relative energy (zero: lowest compared OMol25 entry of this formula, charge and spin) ... 8.27 kcal/mol
Charge ... -1
Frontier orbital gap ... 6.4 eV
LUMO ... 1.96 eV